6 unconnected molecules or ions with the total composition C12H36O6 in a non-equilibrium geometry. Source: the Open Molecules 2025 dataset; level of theory: ωB97M-V with the def2-TZVPD basis set.

Positions of all 54 atoms, in Å:
C: -0.34 1.37 -0.19
C: -0.75 -0.13 -0.24
O: -0.06 -0.98 0.71
H: -0.89 1.96 -0.93
H: 0.71 1.45 -0.48
H: -0.50 1.76 0.82
H: -0.66 -0.41 -1.29
H: -1.79 -0.21 0.09
H: -0.37 -1.87 0.52
C: 2.31 -5.40 2.16
C: 3.38 -4.32 2.08
O: 3.02 -3.54 0.87
H: 2.74 -6.32 2.53
H: 1.99 -5.71 1.16
H: 1.37 -5.06 2.61
H: 4.34 -4.75 1.80
H: 3.49 -3.72 2.98
H: 2.35 -2.89 1.12
C: 0.39 4.13 -4.67
C: -0.36 4.62 -3.44
O: -1.65 3.96 -3.30
H: 1.33 4.67 -4.80
H: -0.12 4.50 -5.55
H: 0.68 3.08 -4.71
H: -0.43 5.70 -3.34
H: 0.18 4.13 -2.64
H: -1.92 3.51 -4.10
C: -3.00 4.31 0.16
C: -4.04 3.49 -0.69
O: -4.00 4.20 -1.83
H: -2.97 3.85 1.14
H: -3.43 5.31 0.24
H: -2.01 4.22 -0.28
H: -5.02 3.39 -0.22
H: -3.58 2.52 -0.88
H: -3.11 4.18 -2.19
C: -0.17 -4.18 -0.85
C: -1.36 -4.36 0.06
O: -1.45 -3.31 0.99
H: -0.34 -3.32 -1.49
H: -0.06 -5.15 -1.33
H: 0.78 -4.09 -0.32
H: -1.20 -5.30 0.59
H: -2.27 -4.53 -0.51
H: -2.29 -3.48 1.42
C: 2.57 -0.33 3.59
C: 2.30 0.91 2.75
O: 2.30 0.73 1.31
H: 3.03 -0.09 4.54
H: 3.27 -0.95 3.03
H: 1.62 -0.82 3.78
H: 3.05 1.67 2.96
H: 1.40 1.40 3.12
H: 1.54 0.18 1.10

Results
2S+1: 1
E_LUMO in eV: 0.5
Energy relative to the best compared isomer or geometry (same formula, charge and spin) in kJ/mol: 320.12
HOMO level in eV: -9.04
Total charge: 0

4 unconnected molecules or ions with the total composition C3H15NO4 in a non-equilibrium geometry. Source: the Open Molecules 2025 dataset; level of theory: ωB97M-V with the def2-TZVPD basis set.

Positions of all 23 atoms, in Å:
C: 0.71 1.86 1.10
N: 0.75 0.78 -0.01
C: -0.68 0.31 -0.34
C: -1.02 0.44 -1.92
O: -2.40 0.15 -2.20
H: 0.32 2.78 0.61
H: 1.71 1.96 1.48
H: -0.04 1.62 1.84
H: 1.37 0.02 0.22
H: -0.87 -0.74 0.05
H: -1.56 0.82 -0.03
H: -0.74 1.36 -2.41
H: -0.62 -0.17 -2.66
H: -2.93 0.90 -2.26
O: 3.02 3.14 -0.30
H: 2.98 3.10 -1.24
H: 2.50 3.88 0.04
O: -2.80 -2.43 -0.73
H: -2.77 -2.09 -1.63
H: -3.46 -1.75 -0.58
O: 2.47 -5.58 3.78
H: 2.49 -4.63 3.47
H: 1.54 -5.74 3.70

Results
2S+1: 1
E_LUMO in eV: 0.6
Energy relative to the best compared isomer or geometry (same formula, charge and spin) in kJ/mol: 292.10
HOMO level in eV: -8.91
Total charge: 0

CH6N4O2 in the gas phase in a non-equilibrium geometry. Source: the Open Molecules 2025 dataset; level of theory: ωB97M-V with the def2-TZVPD basis set.

Positions of all 13 atoms, in Å:
N: -1.82 0.70 0.93
N: -1.05 0.90 -0.24
C: -0.11 -0.01 -0.34
N: 0.44 -0.20 -1.59
O: 1.84 -0.21 -1.55
N: 0.27 -0.91 0.63
O: 0.38 -0.39 1.92
H: -2.57 0.09 0.64
H: -2.19 1.62 1.17
H: 0.16 0.51 -2.29
H: 2.04 0.68 -1.18
H: 1.11 -1.38 0.38
H: -0.51 -0.12 2.14

Results
2S+1: 1
E_LUMO in eV: 0.8
Energy relative to the best compared isomer or geometry (same formula, charge and spin) in kJ/mol: 350.25
HOMO level in eV: -8.63
Total charge: 0

14 unconnected molecules or ions with the total composition C23H74O23 in a non-equilibrium geometry. Source: the Open Molecules 2025 dataset; level of theory: ωB97M-V with the def2-TZVPD basis set.

Positions of all 120 atoms, in Å:
C: -1.79 -5.66 1.81
C: -2.94 -4.75 2.06
O: -3.09 -4.33 3.35
O: -0.56 -4.93 1.96
H: -1.89 -5.99 0.76
H: -1.87 -6.43 2.52
H: -3.85 -5.28 1.74
H: -2.78 -3.81 1.56
H: -2.40 -3.68 3.47
H: -0.19 -4.70 1.08
C: -3.79 4.67 0.38
C: -3.90 3.78 1.61
O: -5.10 3.05 1.60
O: -3.81 3.88 -0.79
H: -2.79 5.08 0.44
H: -4.42 5.49 0.40
H: -3.71 4.42 2.50
H: -3.02 3.17 1.58
H: -5.03 2.23 1.08
H: -4.76 3.68 -0.83
C: -0.43 -1.92 4.30
C: -0.90 -0.58 4.59
O: -0.41 0.43 3.72
O: -1.03 -2.51 3.17
H: -0.71 -2.61 5.17
H: 0.67 -1.92 4.23
H: -0.57 -0.30 5.60
H: -1.93 -0.57 4.66
H: -0.78 0.58 2.84
H: -0.54 -3.21 2.79
C: 3.75 -2.24 1.16
C: 3.98 -1.32 2.35
O: 4.77 -0.20 1.95
O: 4.98 -2.62 0.56
H: 3.07 -1.86 0.30
H: 3.18 -3.13 1.40
H: 4.70 -1.85 2.98
H: 3.15 -1.02 2.98
H: 4.10 0.47 1.83
H: 5.65 -2.10 1.00
C: 4.87 2.87 -0.85
C: 5.33 4.09 -1.55
O: 5.66 3.86 -2.95
O: 3.68 2.38 -1.33
H: 4.76 3.25 0.15
H: 5.66 2.09 -0.88
H: 6.13 4.64 -1.01
H: 4.46 4.74 -1.56
H: 6.65 3.89 -3.01
H: 3.80 1.39 -1.41
C: 0.12 -0.36 0.81
C: 0.88 0.23 -0.37
O: 1.10 1.64 -0.10
O: -1.04 0.29 1.07
H: 0.83 -0.21 1.67
H: 0.02 -1.41 0.64
H: 0.35 0.16 -1.36
H: 1.82 -0.35 -0.46
H: 1.74 1.96 -0.73
H: -1.56 0.67 0.28
C: -5.53 -0.46 1.32
C: -4.29 -1.10 1.90
O: -3.40 -1.40 0.85
O: -5.22 0.62 0.49
H: -6.15 -0.10 2.18
H: -6.23 -1.09 0.77
H: -4.54 -1.91 2.60
H: -3.95 -0.36 2.62
H: -2.50 -1.38 1.22
H: -4.32 0.46 0.17
C: 5.22 -0.42 -3.80
C: 4.61 -1.08 -2.49
O: 4.76 -0.17 -1.41
O: 4.67 0.78 -4.05
H: 5.03 -1.13 -4.60
H: 6.28 -0.38 -3.58
H: 5.19 -1.97 -2.40
H: 3.51 -1.24 -2.65
H: 4.62 -0.74 -0.63
H: 5.07 1.53 -3.64
C: -2.72 1.88 -3.23
C: -1.96 1.26 -2.09
O: -2.57 1.43 -0.80
O: -3.66 0.96 -3.78
H: -2.00 2.12 -4.04
H: -3.06 2.87 -2.98
H: -0.99 1.74 -2.05
H: -1.93 0.19 -2.21
H: -2.57 2.40 -0.74
H: -4.49 1.11 -3.26
C: -4.43 -2.93 -1.69
O: -3.07 -3.20 -1.16
H: -4.47 -2.14 -2.44
H: -4.81 -3.78 -2.23
H: -5.11 -2.87 -0.83
H: -2.96 -2.93 -0.23
C: 1.33 0.68 -4.20
O: 1.65 1.68 -3.19
H: 1.68 -0.30 -3.73
H: 0.26 0.82 -4.32
H: 1.84 0.86 -5.14
H: 2.53 1.98 -3.39
C: -0.54 4.22 -1.91
O: -0.77 4.16 -0.52
H: -0.23 3.34 -2.38
H: -1.52 4.43 -2.27
H: 0.14 4.97 -2.25
H: -0.26 3.50 -0.07
C: 1.84 2.47 3.67
O: 2.50 1.87 2.58
H: 0.97 1.85 3.88
H: 2.58 2.39 4.47
H: 1.50 3.49 3.45
H: 1.99 1.90 1.80
C: 0.67 -4.83 -1.86
O: -0.14 -4.25 -0.84
H: 1.68 -4.46 -1.83
H: 0.75 -5.91 -1.88
H: 0.34 -4.54 -2.82
H: -1.03 -4.09 -1.25

Results
2S+1: 1
E_LUMO in eV: 0.5
Energy relative to the best compared isomer or geometry (same formula, charge and spin) in kJ/mol: 0.00
HOMO level in eV: -9.61
Total charge: 0

2 unconnected molecules or ions with the total composition C22H34NO2 in a non-equilibrium geometry. Source: the Open Molecules 2025 dataset; level of theory: ωB97M-V with the def2-TZVPD basis set.

Positions of all 59 atoms, in Å:
C: -3.76 1.77 3.47
C: -3.64 0.71 2.93
C: -3.15 -0.48 2.23
C: -2.10 -0.14 1.12
C: -2.87 0.73 0.08
C: -2.14 0.99 -1.24
C: -1.20 2.19 -1.27
C: -0.12 2.13 -2.16
C: 0.77 3.19 -2.20
C: 0.61 4.31 -1.40
C: -0.48 4.39 -0.54
C: -1.37 3.32 -0.49
C: -1.72 -1.49 0.47
C: -0.22 -1.82 0.31
C: 0.16 -2.91 1.33
C: -0.05 -2.46 -1.09
N: 0.68 -0.64 0.34
O: 1.90 -0.98 0.15
C: 0.51 0.29 1.48
C: 1.24 -0.19 2.75
C: 1.25 1.61 1.07
C: -0.95 0.63 1.83
H: -3.83 2.73 3.91
H: -4.01 -0.95 1.74
H: -2.68 -1.18 2.92
H: -3.22 1.65 0.53
H: -3.77 0.14 -0.14
H: -1.64 0.11 -1.63
H: -2.93 1.24 -1.97
H: 0.03 1.27 -2.79
H: 1.62 3.15 -2.87
H: 1.32 5.13 -1.42
H: -0.65 5.25 0.10
H: -2.22 3.42 0.18
H: -2.17 -2.29 1.05
H: -2.19 -1.56 -0.52
H: -0.37 -3.83 1.04
H: -0.15 -2.68 2.35
H: 1.22 -3.14 1.30
H: -0.87 -3.15 -1.29
H: -0.04 -1.66 -1.83
H: 0.90 -2.98 -1.15
H: 1.24 0.68 3.42
H: 2.28 -0.42 2.54
H: 0.72 -1.00 3.25
H: 1.46 1.62 0.00
H: 0.73 2.49 1.40
H: 2.23 1.63 1.55
H: -1.16 1.69 1.71
H: -1.06 0.45 2.90
C: 4.25 -3.43 -2.81
C: 4.17 -1.93 -3.05
O: 2.84 -1.45 -2.90
H: 3.59 -3.95 -3.51
H: 5.27 -3.79 -2.94
H: 3.91 -3.67 -1.80
H: 4.48 -1.69 -4.06
H: 4.82 -1.40 -2.35
H: 2.56 -1.64 -2.00

Results
2S+1: 2
E_LUMO (spin up / spin down) in eV: 0.7 / 0.0
HOMO level (spin up / spin down) in eV: -8.66 / -9.01
Total charge: 0

2 unconnected molecules or ions with the total composition C6H5Cl3N2O in a non-equilibrium geometry. Source: the Open Molecules 2025 dataset; level of theory: ωB97M-V with the def2-TZVPD basis set.

Positions of all 17 atoms, in Å:
C: 1.44 1.45 0.35
C: -0.39 -0.08 -0.12
C: 2.03 0.46 1.00
C: 0.13 -1.09 0.52
C: 1.53 -0.97 1.03
C: -0.04 1.29 0.01
N: -2.99 -1.45 -1.67
N: -2.72 -0.27 -1.67
O: -2.94 0.83 -2.02
Cl: 3.70 0.57 1.49
Cl: -0.45 -2.71 0.22
Cl: -0.98 2.27 1.21
H: 2.03 2.31 0.23
H: 2.25 -1.34 0.37
H: 1.63 -1.49 2.02
H: -0.37 1.91 -0.98
H: -3.86 -1.70 -1.99

Results
2S+1: 3
E_LUMO (spin up / spin down) in eV: 0.4 / -1.6
Energy relative to the best compared isomer or geometry (same formula, charge and spin) in kJ/mol: 124.30
HOMO level (spin up / spin down) in eV: -8.76 / -9.69
Total charge: 0